# 1
Here is an isolated molecule of C24H27FN4O2 from the Open Molecules 2025 dataset. Energies are from ωB97M-V with the def2-TZVPD basis set.

Geometry as XYZ:
```
58
Properties=species:S:1:pos:R:3:forces:R:3:mulliken_charge:R:1
H 1.94404 1.34630 2.51812 0.00 -0.06 -0.01 0.453
C -4.19266 1.16299 0.05247 -0.24 0.12 0.17 0.314
N -1.82262 2.51040 0.02516 -0.01 0.51 0.18 -0.124
F 5.11393 -0.02191 -2.96102 0.02 -0.02 0.11 -0.348
H -5.14852 3.05047 -0.26543 -0.05 0.07 0.06 0.390
H -4.95703 0.95175 -1.91711 0.07 0.02 0.07 0.217
H -2.69329 -1.27012 2.72716 0.04 0.02 0.13 0.354
C -4.27090 2.63815 0.23260 0.20 0.01 -0.15 -0.980
N 1.82709 0.29681 0.72228 -0.05 0.22 0.24 0.563
N -4.58614 0.52282 -1.08651 -0.14 0.07 -0.01 0.068
C 5.56907 -0.22977 1.09871 0.03 0.06 0.02 -0.478
H -1.69494 2.37736 1.01769 0.06 -0.18 -0.09 0.326
H -1.44789 -2.34383 2.06945 0.09 0.01 0.06 0.211
H -2.92429 -3.02978 2.73991 0.01 -0.03 0.07 0.497
C 6.14987 -1.02247 -1.09311 -0.09 0.06 -0.22 -0.587
C -0.27135 -0.74471 -0.94916 -0.03 0.02 -0.05 -0.240
H 1.72203 -0.72096 -1.79551 0.03 0.01 -0.04 0.333
H 2.89826 -0.15838 2.40022 -0.08 0.15 0.02 0.547
H 6.97129 -1.79635 0.71819 0.06 -0.07 0.03 0.386
C 1.93899 -0.98231 0.28364 -0.09 -0.26 -0.30 0.881
H -0.79981 0.31102 0.86747 0.04 0.08 0.00 0.440
H 3.51629 2.45127 0.92134 0.04 0.07 0.03 0.390
C 1.17968 -1.23782 -0.99932 -0.05 -0.19 0.07 -1.408
H -3.97188 -3.99110 -1.87481 -0.01 -0.07 -0.06 0.402
C -3.31050 -3.19384 -0.00544 0.06 0.01 0.13 -0.391
C -3.89544 -3.10100 -1.26828 -0.04 -0.01 -0.14 -0.639
H -0.90949 -1.51799 -0.52200 -0.02 -0.01 -0.04 -0.200
C -2.98933 3.27932 -0.34533 -0.05 0.11 -0.10 -0.769
H 3.87183 1.47420 -1.27967 -0.08 0.09 -0.07 0.398
H -3.02436 3.27878 -1.43706 0.00 0.11 0.16 0.386
C -0.41988 0.54421 -0.13213 -0.03 0.02 -0.31 1.642
C -3.65408 -0.88426 0.34188 -0.24 -0.21 -0.71 1.094
C 4.68593 0.69590 0.55772 0.16 0.08 -0.03 0.611
C 3.82707 1.54653 1.44742 -0.20 -0.25 0.05 -1.196
C 6.29396 -1.07815 0.28240 -0.04 0.03 0.04 -0.571
H 6.69662 -1.68066 -1.74903 0.05 -0.05 -0.09 0.458
O 2.60184 -1.82168 0.86015 0.16 -0.30 0.11 -0.683
C -2.52248 -2.19040 2.17554 -0.03 0.04 -0.05 -1.633
C -3.17180 -2.09904 0.83019 -0.10 0.00 -0.08 0.457
C 0.95607 1.20977 0.02508 -0.31 0.04 -0.07 -1.683
N -3.64182 0.36329 0.91996 0.01 0.35 0.45 -0.586
H 5.68146 -0.29195 2.17061 0.00 -0.02 0.14 0.411
H 0.87764 2.13320 0.60307 0.07 -0.04 -0.06 0.520
C -4.37370 -1.90357 -1.76156 -0.05 0.02 -0.15 -1.162
H -0.62286 -0.55469 -1.96563 -0.02 -0.05 0.11 0.407
H 1.21352 -2.30541 -1.21382 0.11 0.08 0.03 0.438
H -2.88155 4.30530 0.01346 -0.07 -0.05 -0.10 0.364
H 4.37307 1.83502 2.34650 0.01 0.09 0.00 0.499
H -4.33382 2.84627 1.30141 -0.08 -0.05 -0.05 0.335
C -4.24217 -0.79755 -0.93946 0.26 -0.41 0.39 0.245
C -1.39541 1.51146 -0.79484 0.43 -0.13 0.40 -0.539
C 4.54210 0.76317 -0.82060 0.08 -0.06 -0.12 -0.252
C 2.58298 0.74163 1.86665 0.24 0.05 0.17 -1.077
H 1.34807 1.45838 -0.96874 -0.02 0.13 0.03 0.079
O -1.71680 1.44485 -1.96151 -0.15 -0.04 -0.37 -0.684
H -4.81994 -1.83092 -2.74137 -0.04 -0.04 -0.11 0.428
H -2.94815 -4.15458 0.33130 0.04 -0.11 0.04 0.450
C 5.27218 -0.09541 -1.61927 0.02 -0.04 0.07 0.237
```
Positions in Å, forces in eV/Å.

## Properties
structure (SMILES)	Cc1cccc2[nH]c(CCNC(=O)[C@H]3CCC(=O)N(CCc4cccc(F)c4)C3)nc12
E	-38101.7084	eV
strongest force on any atom	0.015	hartree/bohr
energy relative to the best compared isomer or geometry (same formula, charge and spin)	6.8	kcal/mol
HOMO-LUMO gap	9.0	eV

***

# 2
Here is an isolated molecule of C24H27FN4O5S from the Open Molecules 2025 dataset. Energies are from ωB97M-V with the def2-TZVPD basis set.

Geometry as XYZ:
```
62
Properties=species:S:1:pos:R:3:forces:R:3:mulliken_charge:R:1
H 1.53241 0.53032 2.45242 -0.01 0.02 0.00 0.575
H -5.10345 0.78511 -0.66281 -0.06 -0.02 -0.05 0.332
N -2.17407 0.26461 1.32088 -0.08 1.17 0.14 0.301
C -1.95527 3.34303 -1.05521 -0.34 -0.29 -0.15 0.438
C -3.53490 1.87753 -1.53560 0.17 0.12 0.72 0.219
C -4.07577 -3.14458 -0.24636 0.10 0.07 -0.05 0.862
S -2.88384 1.77779 1.18635 -0.40 0.20 -0.24 1.345
H 3.79313 0.63460 -1.85133 -0.05 -0.06 0.05 0.564
C 2.13775 0.81206 1.59461 0.17 -0.32 0.22 -0.799
C 3.17964 -0.27457 1.30049 -0.11 0.13 0.25 -0.820
H -2.24659 -3.52200 -1.27165 0.07 -0.07 -0.08 0.432
C -5.93458 -4.61178 -0.48231 -0.22 -0.06 0.05 -0.866
H 0.03929 3.67619 -0.46164 0.11 -0.03 0.05 0.042
H -6.63745 -3.83229 -0.79348 0.03 -0.02 0.02 0.340
H 2.65105 -1.21937 1.08696 0.01 0.01 0.08 0.147
H 2.66671 -0.63787 -1.32160 0.03 0.06 -0.04 0.241
C -2.77169 2.32292 -0.48868 -0.55 -0.20 0.05 0.782
C 3.16870 0.29556 -1.02636 -0.18 0.39 -0.13 -1.079
C -4.58373 0.83875 -1.61626 0.03 0.07 -0.23 -1.203
C -2.79028 -0.87197 0.76878 -0.63 -0.59 -0.19 -0.198
H -0.42039 -0.69114 1.86354 -0.04 0.09 0.02 0.529
N -2.23574 3.47024 -2.32268 0.95 0.99 0.22 -0.748
H 2.61331 2.32566 -0.54336 0.00 -0.04 -0.03 0.390
H 8.12034 -0.02114 2.00045 0.05 0.03 0.08 0.374
N 3.97606 0.11888 0.16070 -0.28 0.08 -0.04 0.284
C -0.92886 4.16780 -0.37747 0.08 0.11 -0.09 -1.164
H 3.81702 -0.42883 2.16980 -0.04 -0.01 -0.03 0.557
O -0.55739 0.83844 -0.79589 0.03 -0.23 -0.05 -0.578
H -1.11428 -1.52355 -0.41171 0.09 0.04 -0.06 0.400
C 5.31425 -0.24017 0.09449 0.43 -0.11 -0.13 0.068
C 7.27093 -1.11656 -1.06769 -0.06 0.04 0.02 -0.620
H -6.05401 -4.80237 0.58909 0.00 0.02 -0.04 0.341
H 7.66870 -1.57735 -1.95830 0.01 -0.04 -0.11 0.436
H -0.58378 1.03444 2.31795 0.26 -0.27 -0.02 0.538
C -4.73988 -2.28948 0.62618 -0.15 -0.24 -0.13 -0.424
N 1.32415 1.00896 0.41870 0.28 0.16 -0.09 0.312
O -4.60784 -4.26972 -0.80199 0.35 0.19 0.00 -0.467
C -2.12398 -1.73412 -0.10095 -0.04 0.11 0.05 0.052
H 1.44115 1.47655 -1.59286 0.10 0.04 0.10 0.497
C 8.07509 -0.82946 0.01938 -0.02 -0.01 -0.05 -0.412
O -2.09732 2.64666 2.01556 0.26 -0.12 -0.27 -0.720
H -4.13351 -0.13205 -1.82283 0.00 -0.09 -0.01 0.191
C -2.75754 -2.85360 -0.59684 -0.18 -0.16 0.02 -1.057
C 7.50640 -0.25467 1.14392 0.06 -0.04 0.08 -0.801
C 5.92013 -0.83523 -1.01736 0.01 -0.06 0.05 0.567
H -6.14371 -5.52616 -1.03537 -0.04 0.07 0.06 0.247
O -3.20430 2.56943 -2.62890 -0.65 -0.84 0.19 -0.175
H 2.65425 1.75280 1.81774 -0.03 -0.08 0.08 0.211
H -1.17653 4.26678 0.67579 0.08 0.12 -0.04 0.325
C -0.74873 0.29696 1.52863 0.19 0.21 0.12 -1.745
F 5.17827 -1.18755 -2.10090 0.02 0.04 0.19 -0.316
H 9.12904 -1.05415 -0.01172 0.11 -0.02 -0.01 0.378
H -5.27668 1.08023 -2.41859 -0.08 -0.02 -0.01 0.448
C -4.09674 -1.17512 1.13561 0.18 -0.08 -0.01 -0.660
C 6.15892 0.03944 1.17610 0.01 -0.09 -0.12 -0.214
H -4.61528 -0.51842 1.81314 -0.05 -0.04 0.09 0.568
C 0.01428 0.72662 0.27459 0.04 -0.06 0.05 1.060
H -5.75590 -2.48355 0.93037 -0.10 -0.05 0.02 0.418
H -0.86445 5.14127 -0.85539 0.04 0.07 0.01 0.486
H 5.74257 0.51534 2.05070 -0.07 0.09 0.05 0.379
C 2.11514 1.37081 -0.74188 0.01 -0.13 -0.45 -0.871
O -4.28023 1.65300 1.48304 0.10 -0.26 -0.16 -0.737
```
Positions in Å, forces in eV/Å.

## Properties
structure (SMILES)	COc1ccc(N(CC(=O)N2CCN(c3ccccc3F)CC2)S(=O)(=O)c2c(C)noc2C)cc1
E	-55075.0841	eV
strongest force on any atom	0.027	hartree/bohr
energy relative to the best compared isomer or geometry (same formula, charge and spin)	1.2	kcal/mol
HOMO-LUMO gap	8.8	eV

***

# 3
Here is a structure of composition C24H27FeN8O6PTe from the Open Molecules 2025 dataset. Energies are from ωB97M-V with the def2-TZVPD basis set.

Geometry as XYZ:
```
68
Properties=species:S:1:pos:R:3:forces:R:3:mulliken_charge:R:1
C -3.40555 5.60855 -3.70044 1.00 -0.41 0.03 -1.334
N -1.69805 1.05246 4.20512 -1.36 -1.99 0.73 0.082
C 0.88565 -0.32334 3.20689 -0.28 1.07 0.38 -0.970
H 1.20731 2.33100 -4.58409 -0.09 0.25 0.72 0.296
C -0.81416 -1.67129 4.47203 -1.71 -1.08 0.86 -0.752
H 1.62985 0.50456 3.33197 -0.60 -0.72 0.03 0.294
C -2.66687 -0.10806 4.02854 1.19 0.06 1.59 -0.787
H -0.99051 0.38104 6.03804 0.67 0.15 -0.65 0.321
H -4.55493 1.00241 -2.70696 0.44 -0.44 0.71 0.394
C -1.27333 1.57863 2.93307 0.87 -0.31 -0.33 -0.921
C 3.23135 -4.40381 -0.11819 0.97 -1.58 -1.98 -0.342
H 1.63697 -2.11505 -2.11881 0.40 -1.27 0.61 -0.135
O 4.66920 -6.80832 0.28776 0.70 1.05 -1.79 -0.541
H -2.08332 2.00068 2.32737 0.00 -0.25 0.23 0.465
P -0.41371 0.21899 2.04577 -1.29 -0.31 -0.66 2.141
H -3.03221 -0.37152 5.04592 -0.36 0.68 -0.66 0.326
C 1.82832 -2.42805 0.65678 0.81 -0.95 0.46 0.331
H 0.94667 -0.69909 5.22462 -0.20 -0.59 0.11 0.392
N 4.79788 -6.23016 -0.80352 0.03 -1.38 -0.65 0.872
C -1.62085 -1.23645 2.20920 0.88 1.38 0.90 -1.013
H -4.47362 5.47126 -3.53536 0.08 0.42 0.07 0.327
N 2.40833 3.57670 1.80672 1.21 0.16 -0.81 -0.761
C -1.30453 4.18689 -3.87374 -0.80 -1.52 0.18 -0.920
C 1.94101 3.34832 3.00097 -0.25 0.00 -0.96 0.530
O 5.66999 -6.43045 -1.66967 -1.13 0.04 1.91 -0.533
H 1.21293 3.87959 -3.73649 0.65 0.96 -0.25 0.438
C -2.71690 4.25976 -3.63631 1.36 0.45 0.92 0.594
C -0.57167 0.64041 5.03623 -1.67 1.67 0.07 -1.048
Te -0.36151 0.06110 -2.60613 0.07 0.01 0.73 -0.276
N 0.20457 -0.56856 4.53652 0.12 0.76 -0.10 0.099
H -1.15093 -1.87769 5.55948 0.50 0.37 -1.77 0.303
O 1.22378 -1.35827 0.37319 -0.12 0.14 -0.67 -0.505
O 1.79617 -2.55018 -4.48734 1.88 -1.96 0.30 -0.542
C -3.50669 0.74705 -2.41507 -1.32 -0.55 0.04 -1.323
H 1.35004 -1.23926 2.82712 0.05 -0.14 0.10 0.669
C 2.02411 2.74395 0.91220 -1.39 0.05 0.27 0.744
H 1.34382 2.42718 -2.78051 -0.59 0.07 -0.52 0.205
O 2.00198 -2.86070 1.80428 -0.24 0.19 0.33 -0.794
N -1.97350 -1.34955 3.62862 0.50 0.43 0.19 0.060
C 3.43345 -5.03965 -2.53191 0.21 -0.40 0.78 -0.548
H -2.55166 -1.04592 1.68858 0.14 -0.09 -0.52 0.502
C 2.65008 -3.91183 -2.76325 0.27 0.43 -0.20 0.239
H 0.02582 1.55444 5.01343 0.79 -0.53 0.57 0.644
C -0.63701 2.96284 -3.63854 -0.58 0.60 1.78 1.045
C -2.72002 1.93654 -2.88109 -0.36 0.13 -0.38 0.754
H -3.19675 5.89921 -4.71685 -0.42 0.83 -0.43 0.353
C 0.86654 2.87774 -3.67265 0.07 -0.53 -0.79 -1.498
C -3.37630 3.14444 -3.16448 0.08 -0.69 0.01 -0.803
H -2.91528 6.36119 -3.01603 -0.77 -0.85 -0.58 0.294
H 3.72224 -5.72248 -3.35100 0.06 0.73 0.66 0.485
H 3.48841 -4.59615 0.91704 0.01 -0.06 -0.17 0.526
C -1.36982 1.90878 -3.02818 1.77 -0.62 -1.01 0.017
N 1.45527 2.03258 0.17109 1.39 0.91 0.25 -0.573
H -1.07877 -2.08964 1.84463 -0.01 -0.58 -0.27 0.416
C 2.14553 -3.06165 -1.77182 0.20 0.98 -2.02 -0.351
N 1.38122 3.12191 3.97910 -0.24 -0.28 1.60 -0.570
O 2.61690 -4.54103 -4.97747 0.26 1.34 0.02 -0.570
H -4.43522 3.11199 -2.96245 -0.32 0.57 -0.11 0.243
C 2.43047 -3.31979 -0.44617 -0.49 0.18 0.19 0.055
H -3.45602 0.17210 3.29858 0.49 -0.32 0.68 0.374
H -0.73110 5.05185 -4.21249 -0.27 -0.14 0.06 0.324
H -0.39768 -2.57726 4.03068 0.46 0.15 0.26 0.465
N 2.41679 -3.60197 -4.21722 -2.81 0.20 0.24 0.940
C 3.76591 -5.26757 -1.19494 -1.18 2.51 2.01 0.149
H -3.31181 -0.27528 -2.89312 0.23 1.69 0.66 0.330
Fe 0.31755 0.49964 -0.03247 0.50 -0.92 -2.87 -0.101
H -3.40358 0.65819 -1.29679 -0.28 -0.18 -1.02 0.094
H -0.53227 2.36602 3.10000 -0.17 0.06 -0.07 0.381
```
Positions in Å, forces in eV/Å.

## Properties
E	-100492.8047	eV
strongest force on any atom	0.067	hartree/bohr
energy relative to the best compared isomer or geometry (same formula, charge and spin)	0.0	kcal/mol
spin multiplicity	5
HOMO-LUMO gap (spin up / spin down)	6.3 / 6.3	eV
⟨S²⟩	6.0223